*A*
A single C2H3F2OP molecule, computed with the ωB97M-V functional and the def2-TZVPD basis.

```
9
Properties=species:S:1:pos:R:3
O -1.985 0.303 0.029
C -1.035 0.951 0.192
C 0.650 0.277 0.115
F 1.267 0.831 1.095
F 1.220 0.720 -1.052
P 0.764 -1.625 0.016
H -0.839 1.989 0.198
H -0.469 -2.023 0.670
H 0.427 -1.422 -1.262
```

As for the total charge: 0. The orbital gap is 9.9 eV.

=====

*B*
A single C2H3F2OP molecule, computed with the ωB97M-V functional and the def2-TZVPD basis.

```
9
Properties=species:S:1:pos:R:3
O 1.730 1.255 -0.662
C 0.585 1.391 -0.436
P -0.661 -0.172 -0.526
C -2.171 -1.313 -0.931
F -2.633 -0.953 -2.212
F -3.158 -0.932 -0.080
H 0.141 2.332 -0.072
H -0.374 -0.032 0.856
H 0.342 -1.150 -0.735
```

As for the total charge: 0. The orbital gap (alpha / beta) is 7.8 / 7.8 eV.

=====

Quick look at relative energies in kJ/mol: *A* 0.0; *B* 199.3.

=====

*A*
A single C3H4S2 molecule, computed with the ωB97M-V functional and the def2-TZVPD basis.

```
9
Properties=species:S:1:pos:R:3
C 1.125 -0.465 -0.614
C -1.003 0.203 0.543
C 0.283 0.486 -0.073
S 2.725 -0.291 -1.151
S -1.444 -1.407 1.255
H 0.676 -1.411 -0.818
H -1.000 1.084 1.354
H -1.755 0.318 -0.204
H 0.392 1.483 -0.292
```

As for the total charge: 0. The orbital gap (alpha / beta) is 4.5 / 4.6 eV.

=====

*B*
A molecular structure, C3H4S2, computed with the ωB97M-V functional and the def2-TZVPD basis.

```
9
Properties=species:S:1:pos:R:3
C 1.691 0.742 -0.194
C 0.594 0.618 0.305
C -0.707 0.088 0.418
S -0.766 -1.710 -0.067
S -2.125 1.034 -0.328
H 2.790 1.038 -0.201
H -1.164 0.274 1.739
H -1.794 -2.164 0.614
H -1.779 1.071 -1.603
```

As for the total charge: 0. The orbital gap is 9.5 eV.

=====

*C*
A molecular structure, C3H4S2, computed with the ωB97M-V functional and the def2-TZVPD basis.

```
9
Properties=species:S:1:pos:R:3
C 0.528 -0.022 0.361
C -0.405 -1.199 0.316
C -0.578 1.177 0.275
H -0.200 -1.932 -0.502
H -0.652 -1.722 1.208
H -0.251 2.082 -0.282
H -0.843 1.640 1.266
S 1.996 0.033 -0.175
S -1.704 -0.021 -0.288
```

As for the total charge: 0. The orbital gap is 8.6 eV.

=====

*D*
A single C3H4S2 molecule, computed with the ωB97M-V functional and the def2-TZVPD basis.

```
9
Properties=species:S:1:pos:R:3
C -1.324 -0.203 0.711
C 1.081 -0.150 -0.641
C -0.201 0.228 -0.101
S -1.399 1.402 -0.098
S 2.609 0.641 0.226
H -1.937 -1.028 0.367
H -1.341 0.091 1.797
H 1.349 -1.272 -0.707
H 1.163 0.290 -1.554
```

As for the total charge: 0. The orbital gap (alpha / beta) is 7.7 / 5.4 eV.

=====

Quick look at relative energies in kJ/mol: *A* 272.7; *B* 190.3; *C* 0.0; *D* 231.7.

=====

*A*
A single C3H4S2 molecule, computed with the ωB97M-V functional and the def2-TZVPD basis.

```
9
Properties=species:S:1:pos:R:3
C -2.367 -0.675 -0.053
C -1.077 -1.061 0.056
C 0.115 -0.205 -0.030
S 1.674 -0.780 0.004
S 0.059 1.592 -0.025
H -3.111 -1.444 -0.027
H -2.722 0.345 -0.027
H -0.777 -2.089 0.069
H -1.132 1.849 0.483
```

As for the total charge: 0. The orbital gap is 7.8 eV.

=====

*B*
A single C3H4S2 molecule, computed with the ωB97M-V functional and the def2-TZVPD basis.

```
9
Properties=species:S:1:pos:R:3
C -1.061 -0.028 0.884
S -1.586 1.394 -0.154
C -0.141 0.405 -0.172
C 0.928 -0.320 -0.827
S 1.777 0.928 0.286
H -1.462 -0.990 0.545
H -0.681 0.045 1.905
H 0.884 -1.394 -0.568
H 1.342 -0.042 -1.899
```

As for the total charge: 0. The orbital gap is 9.1 eV.

=====

Quick look at relative energies in kJ/mol: *A* 0.0; *B* 108.2.

=====

*A*
A single C2H7N5O molecule, computed with the ωB97M-V functional and the def2-TZVPD basis.

```
15
Properties=species:S:1:pos:R:3
N 0.654 0.875 -0.888
C 0.550 -0.264 0.223
C -1.143 -0.273 -0.025
N 0.733 2.201 -0.465
N 1.102 -1.433 -0.396
N -1.894 -0.985 0.835
N -1.328 0.412 -1.039
O 0.904 0.032 1.377
H 1.405 0.686 -1.554
H 1.551 2.335 0.125
H -0.093 2.389 0.094
H 0.560 -1.823 -1.156
H 1.346 -2.130 0.294
H -1.453 -1.167 1.727
H -2.894 -0.856 0.847
```

As for the total charge: 0. The orbital gap (alpha / beta) is 8.1 / 8.1 eV.

=====

*B*
A single C2H7N5O molecule, computed with the ωB97M-V functional and the def2-TZVPD basis.

```
15
Properties=species:S:1:pos:R:3
N -3.174 -0.300 0.144
N -1.907 0.425 -0.002
C -0.929 -0.391 -0.136
N 0.398 0.007 -0.321
N 0.686 1.329 -0.481
C 1.373 -0.939 -0.317
N 2.612 -0.848 -0.049
O 2.945 0.443 0.459
H -3.904 0.385 -0.033
H -3.209 -0.352 1.191
H -1.100 -1.500 -0.272
H -0.109 1.766 -0.103
H 1.552 1.449 0.017
H 0.898 -1.894 -0.429
H 3.868 0.419 0.334
```

As for the total charge: 0. The orbital gap is 9.0 eV.

=====

*C*
A molecular structure, C2H7N5O, computed with the ωB97M-V functional and the def2-TZVPD basis.

```
15
Properties=species:S:1:pos:R:3
C -1.673 0.368 0.275
C 1.817 -0.773 -0.252
H -2.618 -1.496 -0.515
H -3.794 0.281 -0.831
H -2.521 2.209 -0.547
H -0.619 -1.552 1.418
H 2.194 -1.965 -0.389
H 3.822 -0.445 -0.477
H 1.872 1.581 0.809
N -2.890 -0.239 -0.354
N -1.522 1.703 0.186
N -0.637 -0.770 0.641
N 0.586 -0.110 0.045
N 2.996 -0.149 -0.011
O 2.989 1.357 0.002
```

As for the total charge: 0. The orbital gap is 8.6 eV.

=====

Quick look at relative energies in kJ/mol: *A* 0.0; *B* 38.9; *C* 735.6.

=====

*A*
2 unconnected molecules or ions with the total composition CH4O2S, computed with the ωB97M-V functional and the def2-TZVPD basis.

```
8
Properties=species:S:1:pos:R:3
C 0.860 -0.399 -0.585
O -0.011 0.131 1.834
O -0.795 1.662 0.106
S -0.538 0.311 0.518
H 1.700 0.137 -0.046
H 0.804 -1.420 -0.496
H 0.734 -0.049 -1.528
H -2.755 -0.373 0.197
```

As for the total charge: 0. The orbital gap (alpha / beta) is 8.8 / 8.6 eV.

=====

*B*
2 unconnected molecules or ions with the total composition CH4O2S, computed with the ωB97M-V functional and the def2-TZVPD basis.

```
8
Properties=species:S:1:pos:R:3
C -0.806 -0.411 0.417
O -1.378 0.792 -0.016
O 0.136 -0.919 -0.295
S 2.703 0.291 0.022
H -1.644 -1.159 0.498
H -0.557 -0.262 1.500
H -0.997 1.009 -0.879
H 2.543 0.659 -1.248
```

As for the total charge: 0. The orbital gap (alpha / beta) is 5.5 / 5.6 eV.

=====

Quick look at relative energies in kJ/mol: *A* 0.0; *B* 40.0.